19
Properties=species:S:1:pos:R:3:lowdin_charge:R:1 method="wB97M-V/def2-TZVPD" orbital_gap_ev=9.155 largest_force_ha_per_bohr=0.0632 total_energy_ev=-18156.111 smiles=NCCNCCS relative_energy_ev=1.9077 charge=0
C -0.686 -0.406 0.717 -0.24
N -0.194 0.312 -0.466 -0.08
C 0.878 1.281 -0.249 -0.31
C 2.398 0.856 -0.468 -0.62
S 3.013 0.697 1.141 0.69
C -1.867 -1.385 0.292 -0.20
N -2.812 -0.545 -0.629 -0.01
H -1.054 0.203 1.620 0.12
H 0.215 -0.943 1.128 0.10
H -0.793 0.378 -1.234 0.07
H 0.774 2.197 -0.852 0.11
H 0.983 1.567 0.782 0.03
H 3.118 1.462 -1.107 0.08
H 2.335 -0.190 -0.876 0.07
H 3.955 -0.296 0.831 -0.10
H -2.346 -1.568 1.246 0.08
H -1.390 -2.318 -0.061 0.10
H -2.758 -0.837 -1.572 0.03
H -3.769 -0.466 -0.244 0.07

15
Properties=species:S:1:pos:R:3:lowdin_charge:R:1 method="wB97M-V/def2-TZVPD" orbital_gap_ev=10.520 largest_force_ha_per_bohr=0.0760 total_energy_ev=-16074.165 smiles=P[C@@H]1[NH2+]CCO1 relative_energy_ev=1.7366 charge=+1
C -1.265 0.552 0.634 -0.02
C -0.782 -0.978 0.430 -0.25
C 0.731 0.139 -0.851 -0.51
N -0.307 1.202 -0.338 0.06
O -0.118 -1.086 -0.760 -0.13
P 2.155 0.035 0.213 0.93
H -2.257 0.484 0.238 0.12
H -1.116 0.790 1.747 0.17
H -0.381 -1.403 1.294 0.08
H -1.636 -1.699 0.300 0.16
H 0.899 0.285 -1.918 0.13
H -0.746 1.526 -1.172 0.15
H 0.272 2.055 0.024 0.21
H 2.937 -0.836 -0.679 -0.02
H 1.613 -1.067 0.837 -0.08

130
Properties=species:S:1:pos:R:3:lowdin_charge:R:1 method="wB97M-V/def2-TZVPD" orbital_gap_ev=7.474 largest_force_ha_per_bohr=0.0967 total_energy_ev=-243733.846 smiles="C=C[C@@](O[C@H](OCCC)[C@@H](Br)[C@H](C)Br)([C@@H](Cc1ccccc1C)OC(P(C)O)P(C)O)S(=O)(=O)F.CN(C)C=O.CN(C)C=O.CN(C)C=O.CN(C)C=O.CN(C)C=O" charge=0
C 0.422 -0.908 -4.022 0.05
C -0.735 -0.193 -3.814 -0.05
C -0.868 1.112 -2.951 -0.34
O -2.142 1.699 -3.032 -0.09
C -3.213 1.104 -2.342 -0.43
O -3.082 -0.213 -1.850 -0.12
C -3.755 -0.224 -0.567 -0.20
C -3.802 -1.658 0.086 -0.18
C -4.384 -1.412 1.551 -0.10
C -4.479 1.118 -3.319 -0.58
Br -4.958 3.007 -3.729 0.73
C -4.229 0.342 -4.666 -0.71
C -5.292 0.706 -5.801 -0.21
Br -4.392 -1.639 -4.437 0.68
C -0.201 1.002 -1.517 -0.24
C -0.672 2.111 -0.469 -0.05
C 0.512 2.892 0.186 -0.13
C 1.653 3.434 -0.556 -0.04
C 2.740 4.171 0.050 -0.08
C 2.737 4.430 1.481 -0.07
C 1.608 3.932 2.252 -0.06
C 0.514 3.163 1.643 -0.18
C -0.612 2.711 2.623 -0.06
O -0.307 -0.276 -0.885 -0.19
C 0.920 -0.984 -0.791 -0.63
P 1.854 -0.720 0.823 0.90
C 2.919 -2.236 1.208 -0.30
O 0.716 -0.572 2.091 -0.36
P 0.450 -2.846 -0.892 0.90
C 1.733 -3.725 -1.935 -0.28
O -0.991 -2.856 -1.804 -0.35
S 0.216 2.364 -3.888 0.78
O 1.619 1.951 -3.978 -0.29
O -0.345 2.359 -5.237 -0.29
F -0.016 3.895 -3.333 -0.18
H 0.521 -1.981 -3.737 0.05
H 1.306 -0.459 -4.553 0.09
H -1.676 -0.604 -4.267 0.09
H -3.517 1.777 -1.484 0.15
H -4.832 0.090 -0.699 0.14
H -3.222 0.433 0.180 0.12
H -2.725 -1.979 0.187 0.09
H -4.406 -2.386 -0.507 0.11
H -3.779 -1.903 2.347 0.06
H -4.343 -0.305 1.761 0.05
H -5.469 -1.687 1.598 0.08
H -5.381 0.686 -2.818 0.10
H -3.234 0.604 -5.119 0.10
H -5.200 -0.102 -6.573 0.06
H -6.327 0.818 -5.403 0.08
H -4.949 1.667 -6.276 0.06
H 0.904 1.199 -1.648 0.13
H -1.228 1.567 0.345 0.11
H -1.389 2.858 -0.895 0.13
H 1.659 3.251 -1.657 0.07
H 3.572 4.554 -0.576 0.10
H 3.596 4.993 1.908 0.10
H 1.601 4.161 3.348 0.11
H -0.601 3.458 3.466 0.08
H -1.635 2.803 2.162 0.07
H -0.432 1.706 3.083 0.07
H 1.649 -0.818 -1.628 0.09
H 3.377 -2.133 2.233 0.04
H 3.779 -2.332 0.495 0.04
H 2.317 -3.187 1.235 0.02
H 0.050 -1.271 1.921 0.03
H 2.507 -2.973 -2.243 0.04
H 2.146 -4.660 -1.481 0.00
H 1.206 -4.038 -2.886 0.05
H -1.641 -3.446 -1.391 0.03
C 3.395 -6.890 -2.230 -0.34
O 2.587 -6.591 -1.368 -0.02
N 3.105 -7.559 -3.368 -0.20
C 4.120 -7.881 -4.352 -0.06
C 1.733 -7.968 -3.611 -0.04
H 4.461 -6.626 -2.142 0.14
H 3.855 -7.419 -5.306 0.09
H 4.169 -8.966 -4.476 0.09
H 5.096 -7.514 -4.038 0.08
H 1.091 -7.085 -3.627 0.09
H 1.403 -8.623 -2.802 0.09
H 1.656 -8.494 -4.561 0.09
C -3.922 2.041 4.135 -0.36
O -3.552 0.910 3.882 0.00
N -4.207 2.519 5.366 -0.20
C -4.638 3.886 5.581 -0.06
C -4.077 1.633 6.509 -0.04
H -4.052 2.792 3.337 0.13
H -3.928 4.386 6.244 0.09
H -5.627 3.882 6.046 0.09
H -4.690 4.429 4.638 0.08
H -3.047 1.276 6.572 0.09
H -4.737 0.773 6.376 0.09
H -4.339 2.157 7.427 0.09
C 2.319 2.287 6.432 -0.36
O 1.227 2.791 6.235 -0.01
N 2.925 1.395 5.618 -0.19
C 4.228 0.838 5.917 -0.06
C 2.245 0.982 4.403 -0.04
H 2.918 2.534 7.325 0.13
H 4.920 1.089 5.110 0.09
H 4.143 -0.248 5.998 0.09
H 4.615 1.237 6.855 0.08
H 2.058 1.860 3.783 0.07
H 1.288 0.528 4.664 0.09
H 2.850 0.265 3.851 0.08
C 0.658 -2.686 4.376 -0.34
O 1.814 -2.488 4.704 0.01
N -0.145 -3.648 4.888 -0.19
C -1.514 -3.823 4.446 -0.05
C 0.384 -4.531 5.911 -0.04
H 0.164 -2.074 3.612 0.10
H -2.186 -3.696 5.298 0.09
H -1.634 -4.829 4.036 0.09
H -1.770 -3.092 3.679 0.07
H 0.702 -3.937 6.770 0.09
H 1.251 -5.063 5.515 0.09
H -0.375 -5.248 6.223 0.09
C 5.150 5.686 -5.939 -0.36
O 5.502 6.834 -6.135 0.01
N 3.874 5.286 -5.729 -0.20
C 3.528 3.896 -5.501 -0.06
C 2.818 6.281 -5.732 -0.04
H 5.873 4.854 -5.917 0.13
H 2.834 3.568 -6.278 0.09
H 3.051 3.798 -4.526 0.06
H 4.416 3.264 -5.526 0.09
H 2.804 6.789 -6.698 0.09
H 3.018 7.021 -4.954 0.09
H 1.853 5.810 -5.550 0.08

49
Properties=species:S:1:pos:R:3:lowdin_charge:R:1 method="wB97M-V/def2-TZVPD" orbital_gap_ev="6.660 / 6.650" spin_multiplicity=6 largest_force_ha_per_bohr=0.0717 total_energy_ev=-210008.446 relative_energy_ev=0.0000 charge=+1
Mn 3.081 -1.240 -1.757 1.26
C 0.789 0.294 -0.091 -0.23
O 1.610 -0.042 -1.177 -0.44
H -0.138 0.796 -0.390 0.06
H 0.410 -0.652 0.320 0.05
H 1.311 0.900 0.650 0.08
Br -2.581 0.211 4.791 0.64
C -1.268 -0.094 3.338 -0.67
C -1.017 -1.567 3.143 -0.69
Br -2.323 -2.522 2.031 0.65
H -0.359 0.347 3.749 0.05
H -1.505 0.468 2.441 0.03
H -0.875 -2.104 4.074 0.06
H -0.086 -1.656 2.578 0.03
C 1.989 3.282 -2.363 0.03
N 3.048 4.290 -2.611 -0.46
O 3.337 4.497 -3.771 0.08
O 3.523 4.861 -1.661 0.08
H 2.393 2.366 -1.948 0.07
H 1.541 3.024 -3.321 0.09
H 1.159 3.753 -1.842 0.10
C -0.446 -3.577 -0.953 0.06
N 0.972 -3.950 -1.175 -0.38
O 1.799 -3.034 -1.139 -0.07
O 1.237 -5.089 -1.427 0.17
H -0.437 -2.909 -0.092 0.04
H -0.951 -4.487 -0.646 0.11
H -0.888 -3.108 -1.827 0.10
C 3.697 -0.456 2.557 0.10
N 4.007 -1.650 1.681 -0.39
O 3.425 -1.732 0.590 -0.06
O 4.859 -2.413 2.038 0.16
H 4.108 -0.702 3.527 0.11
H 2.612 -0.392 2.540 0.09
H 4.139 0.406 2.069 0.11
C -3.560 1.791 0.561 0.04
N -3.953 3.010 1.305 -0.45
O -4.362 3.935 0.639 0.08
O -3.787 3.068 2.501 0.07
H -4.412 1.496 -0.043 0.11
H -3.367 1.027 1.310 0.07
H -2.681 2.005 -0.035 0.08
C -2.181 0.303 -2.726 0.06
N -2.442 -1.133 -3.071 -0.45
O -3.303 -1.731 -2.472 0.08
O -1.701 -1.615 -3.909 0.05
H -2.097 0.352 -1.646 0.06
H -3.067 0.794 -3.123 0.11
H -1.257 0.575 -3.217 0.09

Number 1: molecular weight 120.2 u. Number 2: molecular weight 106.1 u. Number 3: molecular weight 1049.8 u. Number 4: molecular weight 579.0 u.